[1]
DFT (ωB97M-V/def2-TZVPD) results for the ion C5H5N2 with charge +1 in a non-equilibrium geometry.

Geometry as ORCA input:
```
! wB97M-V def2-TZVPD RIJCOSX def2/J DEFGRID3
* xyz 1 1
C 2.0953 0.3751 0.0538
C 0.6596 0.2069 0.1023
N -0.2193 0.9164 0.9322
C -1.4161 0.7022 0.9009
C -2.1645 -0.1465 0.1439
C -1.2817 -0.8513 -0.6348
N 0.0322 -0.6600 -0.6887
H 2.6095 -0.1242 0.8943
H 2.3641 1.3035 0.3209
H 2.4385 -0.1105 -0.7766
H -3.3066 -0.0763 0.0503
H -1.8110 -1.5354 -1.2985
*
```

Gap between HOMO and LUMO (spin up / spin down): 8.785 / 8.784 eV
Electronic energy: -8235.62716 eV
Lowest unoccupied orbital energy (spin up / spin down): -7.3 / -7.3 eV
HOMO level (spin up / spin down): -16.0 / -16.0 eV
Max |F|: 4.6 eV/A

***

[2]
DFT (ωB97M-V/def2-TZVPD) results for a structure of composition C23H17MnN5O2.

Geometry as ORCA input:
```
! wB97M-V def2-TZVPD RIJCOSX def2/J DEFGRID3
* xyz 0 6
Mn -0.3680 -0.0195 -0.2791
C -1.9421 4.6296 2.1140
C -2.6200 3.7786 1.2540
C -2.2237 2.4568 1.1159
C -1.1329 1.9630 1.8302
C -0.4416 2.8290 2.6806
C -0.8520 4.1448 2.8248
N -0.7094 0.6443 1.5651
C -0.2712 -0.2042 2.5505
C -0.4805 -0.0362 3.9389
C -0.0271 -0.9764 4.8357
C 0.6548 -2.1338 4.4338
C 0.8583 -2.3421 3.0901
C 0.4006 -1.3907 2.1813
N 0.5362 -1.5273 0.7913
N 1.1247 -2.4579 0.2052
C 1.0564 -2.1743 -1.2053
C 2.0081 -2.5594 -2.0613
C 2.2809 -1.7766 -3.3202
C 1.0850 -1.0376 -4.0453
C 0.9065 0.2308 -3.2272
N 0.0008 -1.3450 -1.4704
H -2.2516 5.6605 2.2219
H -3.4682 4.1393 0.6864
H -2.7657 1.7952 0.4492
H 0.4337 2.4774 3.2110
H -0.3032 4.8014 3.4884
H -1.0215 0.8275 4.2955
H -0.2159 -0.8179 5.8906
H 0.9956 -2.8533 5.1643
H 1.3588 -3.2259 2.7175
H 2.7391 -3.2852 -1.7318
H 2.8535 -2.3765 -4.0268
H 1.2738 -0.9891 -5.1158
H 0.5708 1.1279 -3.7391
O -0.2822 -1.4330 -3.7751
C -0.2841 -0.5316 -2.6060
O -1.2800 0.2449 -2.1166
C 2.0493 0.3365 -2.3056
C 3.1570 -0.5152 -2.8460
C 4.2291 -0.7198 -1.8375
C 4.0864 -0.2056 -0.5853
C 2.9353 0.5131 -0.2082
N 1.8998 0.7398 -1.0833
H 3.5607 -0.0613 -3.7623
H 5.1144 -1.2837 -2.1034
H 4.8602 -0.3536 0.1568
H 2.8042 0.8931 0.7951
*
```

Expectation value of S²: 8.904
Gap between HOMO and LUMO (spin up / spin down): 6.416 / 6.349 eV
Electronic energy: -66988.80893 eV
Lowest unoccupied orbital energy (spin up / spin down): -1.0 / -1.2 eV
HOMO level (spin up / spin down): -7.4 / -7.6 eV
Max |F|: 0.6 eV/A

***

[3]
DFT (ωB97M-V/def2-TZVPD) results for a structure of composition C37H42BeClO6P2Sb2 in a non-equilibrium geometry.

Geometry as ORCA input:
```
! wB97M-V def2-TZVPD RIJCOSX def2/J DEFGRID3
* xyz 1 1
Be -0.6319 -0.3183 -0.4282
C -2.2017 -0.8486 4.1207
Sb -0.3082 -0.4880 3.1447
C 0.6997 -0.3411 5.0750
C 0.2630 -2.6180 2.8544
C -0.7024 -3.5115 3.5159
C -0.4322 -3.8813 4.8379
C -1.2959 -4.6539 5.5821
C -2.4880 -5.0697 5.0132
C -2.7741 -4.7036 3.7132
C -1.9010 -3.9369 2.9361
C -2.4431 -3.6119 1.5687
Sb -1.4805 -2.6876 -0.1498
C -0.4287 -4.4697 -0.7907
C -3.2095 -3.0633 -1.3511
H -2.0962 -1.6389 4.8573
H -2.9503 -1.1197 3.3887
H -2.5073 0.0703 4.6109
H 0.3699 -1.1189 5.7518
H 0.4601 0.6209 5.5141
H 1.7760 -0.3954 4.9607
H 1.2519 -2.7254 3.2942
H 0.3442 -2.7726 1.7795
H 0.4942 -3.5435 5.2810
H -1.0473 -4.9292 6.5960
H -3.1933 -5.6591 5.5819
H -3.7258 -4.9924 3.2905
H -3.3014 -2.9537 1.7074
H -2.8178 -4.5404 1.1267
H -1.0806 -5.3304 -0.6851
H 0.4517 -4.6296 -0.1806
H -0.1271 -4.3903 -1.8290
H -3.3822 -4.1352 -1.4377
H -3.0985 -2.6274 -2.3390
H -4.0603 -2.5940 -0.8678
O -0.7057 0.0581 -1.9852
P -0.0310 1.1612 -2.7620
C 1.7351 1.1272 -2.2763
P 1.8166 0.9923 -0.4410
O 0.9027 -0.1147 0.0289
C 1.4588 2.6241 0.2323
C 2.1800 3.7111 -0.2608
C 2.0074 4.9599 0.3035
C 1.1374 5.1275 1.3709
C 0.4244 4.0454 1.8597
C 0.5762 2.7917 1.2916
C 3.5424 0.5558 -0.1262
C 4.0075 -0.6139 -0.7209
C 5.3468 -0.9430 -0.6434
C 6.2244 -0.1105 0.0360
C 5.7550 1.0347 0.6598
C 4.4147 1.3760 0.5790
C -0.6336 2.8186 -2.3744
C -1.8657 2.9713 -1.7523
C -2.2978 4.2361 -1.3891
C -1.5186 5.3461 -1.6788
C -0.3165 5.2007 -2.3576
C 0.1279 3.9379 -2.7040
C -0.1355 0.7567 -4.5210
C -0.8387 1.5359 -5.4313
C -0.9762 1.0986 -6.7387
C -0.4036 -0.0987 -7.1381
C 0.3073 -0.8695 -6.2311
C 0.4393 -0.4449 -4.9247
H 2.2725 2.0033 -2.6302
H 2.1895 0.2306 -2.7060
H 2.8828 3.5725 -1.0704
H 2.5637 5.8019 -0.0751
H 1.0250 6.0998 1.8268
H -0.2412 4.1730 2.6992
H 0.0196 1.9408 1.6578
H 3.3042 -1.2609 -1.2281
H 5.7096 -1.8400 -1.1206
H 7.2748 -0.3569 0.0746
H 6.4395 1.6687 1.2021
H 4.0496 2.2700 1.0632
H -2.4714 2.0972 -1.5798
H -3.2374 4.3518 -0.8756
H -1.8669 6.3289 -1.3981
H 0.2749 6.0660 -2.6218
H 1.0548 3.8214 -3.2520
H -1.2746 2.4728 -5.1180
H -1.5394 1.6878 -7.4456
H -0.5142 -0.4325 -8.1582
H 0.7492 -1.8036 -6.5426
H 0.9782 -1.0456 -4.2060
O -3.2755 -0.7685 1.1771
Cl -3.0047 0.2946 0.3069
O -3.1832 -0.1047 -1.0245
O -3.7164 1.4498 0.6165
O -1.5678 0.6163 0.4768
*
```

Gap between HOMO and LUMO: 7.179 eV
Electronic energy: -95904.56115 eV
Lowest unoccupied orbital energy: -2.5 eV
HOMO level: -9.7 eV
Max |F|: 1.7 eV/A